# 1
{"formula": "C2H3F3IN", "method": "the ωB97M-V functional and the def2-TZVPD basis", "symbols": ["C", "C", "N", "F", "F", "F", "I", "H", "H", "H"], "positions_angstrom": [[-0.171, 0.639, 0.489], [2.069, 1.266, 0.830], [-0.152, -0.567, 0.988], [2.571, 1.938, -0.262], [2.292, 1.994, 1.989], [2.649, 0.033, 1.033], [-1.202, 2.062, 1.643], [-0.414, 0.834, -0.586], [0.073, -0.481, 1.960], [0.269, -1.113, 0.277]], "gap_ev": 8.6, "spin_multiplicity": 1, "total_energy_ha": -729.95423, "e_lumo_ev": 0.05, "homo_ev": -8.51, "charge": 0, "relative_energy_kcal_mol": 71.00}

***

# 2
{"formula": "C2H3F3N2", "method": "the ωB97M-V functional and the def2-TZVPD basis", "symbols": ["N", "C", "N", "C", "F", "F", "F", "H", "H", "H"], "positions_angstrom": [[0.573, -0.964, -1.617], [0.783, 0.140, -0.517], [0.390, 0.862, 0.593], [-0.887, 0.676, 1.106], [-1.012, 0.873, 2.381], [-1.799, 1.558, 0.619], [-1.293, -0.640, 0.914], [1.506, -1.431, -1.678], [-0.166, -1.521, -1.211], [1.906, 0.446, -0.588]], "gap_ev": 11.3, "spin_multiplicity": 1, "total_energy_ha": -487.06389, "e_lumo_ev": 0.33, "homo_ev": -10.97, "charge": 0, "relative_energy_kcal_mol": 38.29}

***

# 3
{"formula": "C2H3F3NO", "method": "the ωB97M-V functional and the def2-TZVPD basis", "symbols": ["C", "C", "N", "O", "F", "F", "F", "H", "H", "H"], "positions_angstrom": [[-1.385, 0.263, -0.420], [-0.547, 1.005, -1.381], [1.210, -1.447, 1.866], [-2.201, -0.225, 0.155], [1.365, -1.709, 0.504], [0.300, -0.380, 1.863], [2.392, -0.972, 2.253], [0.301, 0.326, -1.587], [-0.206, 1.858, -0.967], [-1.229, 1.280, -2.287]], "gap_ev": 10.3, "spin_multiplicity": 1, "total_energy_ha": -507.08714, "e_lumo_ev": -5.95, "homo_ev": -16.22, "charge": 1, "relative_energy_kcal_mol": 36.46}

***

# 4
{"formula": "C2H3F3O2", "method": "the ωB97M-V functional and the def2-TZVPD basis", "symbols": ["C", "C", "O", "O", "F", "F", "F", "H", "H", "H"], "positions_angstrom": [[-1.463, -1.709, 1.061], [0.791, 0.981, -0.890], [-0.126, 1.135, 0.000], [1.757, 1.801, -1.180], [-1.820, -0.277, 1.130], [-0.197, -1.659, 0.554], [0.592, -0.076, -1.729], [-1.238, -2.077, 2.176], [-0.837, 0.433, 0.560], [2.541, 1.447, -1.683]], "gap_ev": 4.8, "spin_multiplicity": 1, "total_energy_ha": -527.89377, "e_lumo_ev": -1.10, "homo_ev": -5.88, "charge": 0, "relative_energy_kcal_mol": 120.55}